{
  "formula": "C35H53BrClF3N6O4",
  "method": "ωB97M-V with the def2-TZVPD basis set",
  "elements": ["C", "C", "C", "Br", "C", "C", "C", "F", "F", "F", "C", "O", "C", "O", "C", "C", "N", "C", "C", "C", "O", "C", "Cl", "C", "O", "H", "H", "H", "H", "H", "H", "H", "H", "H", "H", "H", "H", "H", "H", "H", "H", "H", "H", "C", "C", "C", "C", "N", "H", "H", "H", "H", "H", "H", "H", "C", "C", "C", "C", "N", "H", "H", "H", "H", "H", "H", "H", "C", "C", "C", "C", "N", "H", "H", "H", "H", "H", "H", "H", "C", "C", "C", "C", "N", "H", "H", "H", "H", "H", "H", "H", "C", "C", "C", "C", "N", "H", "H", "H", "H", "H", "H", "H"],
  "coordinates": [[-0.347, 4.039, -5.997], [0.694, 2.952, -5.671], [0.636, 1.719, -6.620], [2.195, 1.797, -7.801], [0.531, 0.433, -5.824], [-0.580, 0.047, -5.190], [-1.885, 0.813, -5.200], [-2.912, 0.080, -4.745], [-1.797, 1.895, -4.392], [-2.225, 1.254, -6.430], [-0.523, -1.221, -4.364], [-1.395, -2.047, -4.365], [0.759, -1.399, -3.590], [0.696, -1.911, -2.355], [0.675, -0.883, -1.333], [0.442, -1.526, 0.014], [1.674, -1.936, 0.682], [2.560, -0.808, 1.000], [2.993, -0.792, 2.460], [1.890, -0.389, 3.420], [4.043, 0.182, 2.600], [1.863, -1.044, -4.236], [3.438, -1.200, -3.597], [1.709, -0.518, -5.635], [2.413, -0.876, -6.535], [-0.891, 4.320, -5.096], [0.144, 4.948, -6.339], [-1.065, 3.718, -6.749], [0.596, 2.612, -4.641], [1.690, 3.381, -5.749], [-0.203, 1.812, -7.298], [-0.146, -0.195, -1.564], [1.608, -0.318, -1.381], [-0.100, -0.785, 0.625], [-0.229, -2.375, -0.112], [1.369, -2.324, 1.569], [2.125, 0.169, 0.750], [3.471, -0.893, 0.397], [3.398, -1.781, 2.707], [1.494, 0.571, 3.079], [2.310, -0.242, 4.413], [1.101, -1.139, 3.477], [4.888, -0.251, 2.465], [-2.894, -4.699, -5.016], [-3.176, -4.983, -6.486], [-4.666, -4.898, -6.834], [-5.460, -5.872, -6.083], [-6.073, -6.645, -5.501], [-3.375, -5.438, -4.373], [-1.825, -4.733, -4.816], [-3.253, -3.711, -4.732], [-2.802, -5.973, -6.752], [-2.639, -4.263, -7.107], [-4.826, -5.085, -7.897], [-5.051, -3.901, -6.608], [4.474, 3.380, 4.033], [3.718, 4.204, 5.068], [3.580, 3.483, 6.414], [2.840, 2.227, 6.290], [2.258, 1.244, 6.196], [3.959, 2.448, 3.795], [4.581, 3.941, 3.104], [5.475, 3.129, 4.391], [2.724, 4.450, 4.689], [4.237, 5.146, 5.245], [3.054, 4.114, 7.131], [4.566, 3.263, 6.826], [-5.707, 0.675, -6.289], [-6.400, 0.057, -7.497], [-7.475, 0.969, -8.101], [-8.535, 1.271, -7.139], [-9.368, 1.498, -6.385], [-6.415, 0.855, -5.479], [-4.935, 0.010, -5.912], [-5.237, 1.626, -6.549], [-6.856, -0.893, -7.212], [-5.664, -0.162, -8.273], [-7.934, 0.499, -8.971], [-7.032, 1.912, -8.426], [-2.412, -4.449, 5.592], [-1.002, -4.749, 6.083], [-0.020, -3.603, 5.807], [0.101, -3.327, 4.376], [0.194, -3.110, 3.255], [-2.435, -4.313, 4.510], [-3.085, -5.270, 5.836], [-2.806, -3.543, 6.057], [-0.632, -5.660, 5.610], [-1.015, -4.931, 7.159], [0.974, -3.843, 6.185], [-0.349, -2.686, 6.299], [3.345, 3.767, 10.834], [4.765, 3.724, 11.385], [5.513, 5.051, 11.207], [5.637, 5.417, 9.796], [5.718, 5.703, 8.689], [3.344, 3.952, 9.759], [2.837, 2.819, 11.006], [2.760, 4.554, 11.314], [5.326, 2.928, 10.893], [4.741, 3.487, 12.449], [6.518, 4.986, 11.628], [4.988, 5.858, 11.722]],
  "forces_ev_per_angstrom": [[0.254, 0.131, 0.325], [0.000, -0.005, -0.160], [0.417, 0.173, 0.260], [-0.136, 0.020, -0.188], [-0.064, -0.033, -0.134], [-0.145, -0.154, -0.077], [-0.211, -0.163, 0.064], [0.336, 0.256, -0.129], [-0.058, -0.154, -0.189], [0.022, -0.042, 0.253], [0.021, -0.013, -0.069], [-0.015, 0.177, 0.244], [-0.177, 0.266, 0.069], [0.095, -0.293, 0.035], [-0.284, -0.072, -0.176], [0.128, 0.450, 0.236], [-0.303, 0.251, 0.276], [0.341, -0.287, -0.339], [0.204, 0.152, -0.070], [0.292, 0.018, -0.116], [-0.121, -0.008, 0.124], [0.148, 0.203, -0.186], [0.076, -0.109, -0.040], [0.048, -0.006, 0.066], [0.051, 0.079, 0.064], [-0.145, -0.070, -0.051], [-0.032, -0.048, -0.210], [-0.038, 0.022, 0.008], [-0.126, -0.012, 0.000], [0.035, -0.046, 0.063], [-0.033, -0.107, 0.019], [-0.032, -0.042, 0.008], [0.039, -0.066, 0.059], [-0.022, 0.021, -0.050], [0.097, -0.085, -0.017], [0.052, -0.322, -0.148], [-0.141, -0.025, 0.148], [-0.015, 0.077, -0.030], [-0.134, -0.030, 0.090], [-0.158, -0.026, 0.122], [-0.090, -0.063, -0.075], [0.101, 0.352, -0.152], [0.059, -0.019, -0.099], [-0.058, -0.125, -0.018], [0.077, -0.002, 0.110], [0.114, -0.013, -0.012], [0.053, 0.146, -0.142], [-0.108, -0.159, 0.136], [-0.034, -0.001, -0.029], [0.002, 0.043, 0.015], [0.012, 0.009, 0.018], [-0.023, 0.000, -0.037], [-0.047, -0.001, -0.044], [-0.030, 0.029, 0.001], [-0.013, -0.004, -0.002], [-0.043, 0.003, -0.005], [0.064, -0.025, -0.133], [-0.015, 0.107, -0.104], [0.135, 0.163, 0.110], [-0.144, -0.130, 0.144], [0.022, -0.013, 0.028], [0.020, 0.001, 0.004], [0.004, 0.003, -0.003], [-0.013, 0.009, 0.035], [-0.027, 0.002, 0.074], [0.041, -0.011, 0.039], [-0.010, 0.009, 0.029], [-0.113, -0.034, -0.049], [0.070, 0.020, 0.089], [0.068, -0.097, 0.034], [0.095, -0.007, -0.198], [-0.146, 0.041, 0.183], [-0.012, 0.034, -0.019], [0.013, -0.011, 0.000], [0.011, -0.003, 0.009], [-0.027, 0.001, -0.032], [-0.041, 0.010, -0.043], [-0.003, 0.036, -0.016], [-0.013, 0.003, -0.010], [0.005, -0.028, 0.003], [-0.113, -0.013, -0.033], [-0.038, -0.096, 0.044], [-0.020, -0.072, 0.178], [-0.143, -0.248, -0.155], [0.013, 0.028, 0.003], [-0.007, 0.008, 0.006], [0.000, 0.004, -0.005], [0.037, 0.006, 0.013], [0.057, 0.022, 0.006], [0.005, 0.035, 0.006], [0.020, 0.014, -0.012], [0.011, -0.032, 0.007], [-0.105, -0.031, -0.038], [-0.001, -0.143, 0.016], [-0.014, 0.054, 0.219], [-0.015, -0.022, -0.280], [0.007, 0.031, 0.005], [-0.008, 0.005, 0.002], [-0.001, 0.006, -0.008], [0.034, 0.011, 0.018], [0.051, 0.030, 0.009], [-0.004, 0.037, 0.012], [0.011, 0.012, -0.006]],
  "relative_energy_kcal_mol": 0.0,
  "smiles": "CC[C@@H](Br)C1=C(C(F)(F)F)C(=O)C(OCCNC[C@H](C)O)=C(Cl)C1=O.CCCC#N.CCCC#N.CCCC#N.CCCC#N.CCCC#N"
}

---

{
  "formula": "C35H53CaN4OP2S",
  "method": "ωB97M-V with the def2-TZVPD basis set",
  "elements": ["C", "C", "C", "C", "C", "H", "H", "H", "N", "P", "P", "C", "H", "H", "C", "O", "C", "H", "C", "C", "C", "C", "C", "H", "H", "H", "C", "H", "H", "H", "C", "H", "H", "H", "C", "H", "H", "H", "C", "H", "H", "H", "C", "H", "H", "H", "C", "H", "H", "H", "C", "H", "H", "H", "C", "H", "H", "H", "C", "H", "H", "H", "C", "H", "H", "H", "C", "H", "H", "H", "Ca", "N", "C", "C", "C", "C", "C", "H", "C", "H", "C", "H", "H", "H", "C", "N", "C", "C", "N", "C", "S", "H", "H", "H", "H", "H", "H"],
  "coordinates": [[-1.365, -1.655, -2.390], [0.650, -2.653, -1.698], [-1.604, -2.673, -3.325], [0.358, -3.781, -2.519], [-0.745, -3.788, -3.348], [-2.462, -2.612, -3.985], [1.033, -4.641, -2.477], [-0.956, -4.624, -4.012], [-0.287, -1.634, -1.582], [-2.660, 0.020, -0.478], [2.523, -1.064, -0.240], [-2.379, -0.492, -2.236], [-1.998, 0.384, -2.786], [-3.332, -0.740, -2.721], [0.396, 2.112, 1.673], [0.807, 3.122, 2.063], [1.884, -2.542, -0.968], [2.455, -3.466, -0.858], [3.519, -0.157, -1.587], [3.484, -1.327, 1.403], [-3.395, 1.791, -0.341], [-3.692, -1.406, 0.221], [3.545, 1.355, -1.267], [4.189, 1.592, -0.410], [3.935, 1.898, -2.143], [2.541, 1.745, -1.062], [4.938, -0.727, -1.625], [5.524, -0.477, -0.731], [4.935, -1.815, -1.771], [5.466, -0.282, -2.481], [2.826, -0.402, -2.938], [3.243, 0.274, -3.699], [2.980, -1.435, -3.276], [1.750, -0.211, -2.883], [4.151, 0.003, 1.830], [3.401, 0.812, 1.909], [4.587, -0.125, 2.834], [4.959, 0.331, 1.162], [2.516, -1.717, 2.537], [1.877, -0.874, 2.841], [1.855, -2.552, 2.264], [3.092, -2.012, 3.429], [4.454, -2.487, 1.178], [5.192, -2.293, 0.391], [5.005, -2.669, 2.112], [3.902, -3.405, 0.933], [-4.039, -1.060, 1.685], [-4.507, -1.937, 2.158], [-3.125, -0.844, 2.266], [-4.743, -0.217, 1.764], [-2.879, -2.718, 0.195], [-2.701, -3.081, -0.825], [-1.910, -2.611, 0.706], [-3.440, -3.490, 0.746], [-4.933, -1.628, -0.647], [-5.505, -2.457, -0.208], [-5.594, -0.756, -0.687], [-4.662, -1.928, -1.668], [-2.611, 2.773, -1.228], [-2.628, 2.491, -2.289], [-3.062, 3.775, -1.140], [-1.568, 2.865, -0.904], [-3.260, 2.272, 1.124], [-2.202, 2.314, 1.444], [-3.656, 3.299, 1.195], [-3.822, 1.646, 1.833], [-4.856, 1.739, -0.786], [-4.960, 1.310, -1.794], [-5.490, 1.184, -0.080], [-5.249, 2.766, -0.827], [-0.017, -0.081, 0.345], [0.254, 1.429, -1.547], [0.379, 1.920, -2.613], [0.533, 2.620, -3.832], [0.342, 4.015, -3.844], [0.875, 1.958, -5.031], [0.500, 4.733, -5.027], [0.072, 4.535, -2.923], [1.037, 2.694, -6.205], [1.011, 0.875, -5.043], [0.850, 4.081, -6.214], [0.351, 5.811, -5.032], [1.312, 2.192, -7.131], [0.976, 4.651, -7.141], [0.219, -2.403, 5.364], [-0.227, -1.039, 5.105], [-0.302, -0.004, 6.011], [-0.753, 1.092, 5.330], [-0.926, 0.686, 4.025], [-0.613, -0.638, 3.875], [-0.707, -1.695, 2.546], [-0.566, -3.114, 5.079], [1.114, -2.633, 4.772], [0.452, -2.516, 6.426], [-0.039, -0.143, 7.029], [-0.977, 2.075, 5.681], [-1.231, 1.282, 3.264]],
  "forces_ev_per_angstrom": [[-0.307, -0.245, -0.316], [0.822, 0.902, 1.277], [-0.245, 0.827, 0.491], [-0.279, -0.571, -0.325], [0.573, 0.459, 0.607], [0.025, -0.021, 0.129], [-0.165, 0.379, -0.098], [0.109, 0.122, 0.177], [-0.137, -0.242, -0.460], [1.064, -0.162, 0.497], [-1.331, 0.965, 0.043], [-0.035, 0.152, -0.559], [-0.012, -0.203, 0.248], [0.264, -0.100, 0.017], [1.985, 4.409, 1.548], [-1.614, -3.853, -1.449], [-0.402, -0.808, 0.246], [0.025, 0.151, -0.359], [0.444, -0.163, 0.854], [-0.014, -0.092, -0.870], [-0.348, -0.935, -0.218], [-0.331, 0.562, -0.186], [0.182, -0.090, -0.181], [-0.175, -0.090, -0.251], [-0.002, -0.061, 0.218], [0.284, -0.126, 0.001], [0.336, 0.354, -0.573], [-0.217, -0.107, -0.209], [-0.040, 0.240, 0.048], [0.060, -0.125, 0.085], [0.064, -0.102, 0.086], [0.085, -0.082, 0.194], [-0.131, 0.247, 0.113], [0.121, -0.198, 0.023], [0.132, -0.260, -0.005], [0.263, -0.288, -0.134], [-0.069, -0.008, -0.262], [-0.294, -0.124, 0.188], [-0.006, -0.056, -0.234], [0.237, -0.162, -0.179], [0.309, 0.244, 0.024], [0.023, 0.058, -0.292], [0.473, -0.048, 0.532], [-0.262, -0.057, 0.232], [0.022, -0.110, -0.143], [0.147, 0.260, 0.033], [-0.103, -0.100, 0.011], [0.023, 0.228, -0.139], [-0.489, -0.010, -0.320], [0.162, -0.285, -0.055], [0.404, 0.137, 0.083], [-0.061, 0.104, 0.278], [-0.440, -0.151, -0.399], [0.031, 0.246, -0.178], [-0.424, -0.275, 0.285], [0.003, 0.107, -0.155], [0.152, -0.247, -0.028], [-0.088, 0.090, 0.292], [0.002, -0.043, 0.038], [0.011, 0.059, 0.236], [-0.014, -0.309, -0.011], [-0.230, -0.073, -0.093], [-0.216, -0.044, -0.110], [-0.344, -0.064, -0.190], [0.093, -0.276, -0.015], [0.230, 0.201, -0.242], [-0.391, 0.728, 0.087], [0.031, 0.065, 0.336], [0.247, 0.110, -0.252], [-0.045, -0.190, -0.024], [0.239, -1.190, -0.667], [0.308, 1.665, -3.403], [-0.391, -1.450, 3.654], [0.144, 0.513, -1.311], [0.024, 0.032, -0.041], [-0.052, 0.110, 0.065], [0.025, -0.140, -0.086], [0.086, -0.171, -0.243], [-0.042, 0.099, 0.070], [-0.019, 0.318, 0.071], [-0.039, -0.174, 0.354], [0.022, -0.236, 0.071], [-0.085, 0.022, 0.276], [-0.049, -0.266, 0.410], [0.123, -0.342, 0.110], [0.150, -0.283, -0.227], [-0.476, 0.834, -0.913], [0.485, -1.060, 0.749], [-0.081, -0.236, -0.648], [-0.018, 0.005, 0.288], [-0.233, 0.685, 0.444], [0.162, 0.231, 0.107], [-0.279, 0.160, 0.152], [-0.098, 0.124, -0.185], [0.090, 0.027, 0.528], [-0.009, 0.267, -0.014], [-0.166, -0.391, 0.340]],
  "charge": 1
}

---

In order of appearance, E_LUMO = -0.0475 -0.1117 Eh.